(1)
C11H24B2BrF2N6O7 | wB97M-V/def2-TZVPD

Its charge is -1. The calculation puts the energy above the lowest of the compared OMol25 structures with the same formula, charge and spin at 0.000 eV. As for the HOMO energy: -0.190 Eh. For the LUMO energy, the calculation gives 1.56 eV. The strongest force on any atom comes out at 2.02 eV/Å. The calculation puts the HOMO-LUMO gap at 6.743 eV.

Atoms and positions in Å:
C -2.29 -0.54 1.53
C -1.23 -0.50 0.97
C 0.04 -0.21 0.27
C -0.17 0.72 -0.95
C -0.79 2.09 -0.60
B 0.19 3.40 -0.78
F -0.25 4.38 0.16
O -0.06 4.01 -2.15
C 0.92 3.55 -2.96
F 1.06 4.50 -3.99
C 2.19 3.41 -2.05
Br 3.32 1.79 -2.45
B 3.28 4.55 -2.14
O 3.66 5.00 -3.40
O 3.92 5.10 -1.03
C 5.26 4.63 -0.91
O 1.64 3.17 -0.81
H -3.29 -0.51 1.89
H 0.70 0.31 0.96
H 0.47 -1.16 -0.05
H -0.82 0.20 -1.66
H 0.81 0.83 -1.43
H -1.26 2.08 0.39
H -1.62 2.25 -1.30
H 0.68 2.61 -3.48
H 3.66 5.96 -3.41
H 5.28 3.62 -0.47
H 5.83 5.31 -0.28
H 5.77 4.57 -1.88
C -5.76 -2.08 3.44
O -4.98 -1.14 3.40
N -5.37 -3.38 3.40
N -7.12 -1.88 3.54
H -5.99 -4.16 3.43
H -4.38 -3.54 3.32
H -7.44 -0.94 3.57
H -7.78 -2.63 3.58
C -5.39 -6.97 4.55
O -5.96 -5.99 4.10
N -4.81 -7.91 3.74
N -5.29 -7.20 5.89
H -4.34 -8.72 4.09
H -4.87 -7.76 2.75
H -5.70 -6.53 6.50
H -4.83 -8.00 6.28
C 6.39 0.23 -3.86
O 5.66 -0.26 -3.02
N 6.53 1.58 -4.01
N 7.14 -0.54 -4.72
H 7.12 2.00 -4.70
H 5.97 2.16 -3.41
H 7.05 -1.54 -4.64
H 7.74 -0.16 -5.42

(2)
C11H24BBr2NO7PS | wB97M-V/def2-TZVPD

Its charge is -1. As for the HOMO energy: -0.180 Eh. For the LUMO energy, the calculation gives 2.53 eV. The strongest force on any atom comes out at 6.04 eV/Å. The calculation puts the HOMO-LUMO gap at 7.425 eV.

Atoms and positions in Å:
O -2.25 1.43 -0.75
P -1.36 2.39 -1.91
Br 0.40 3.18 -0.66
B -0.72 1.29 -3.35
O 0.69 1.45 -3.82
C 0.65 0.62 -5.01
Br 0.30 1.79 -6.59
C -0.43 -0.54 -4.64
N -1.67 -0.67 -5.53
C -2.14 -1.83 -5.22
S -2.63 -3.43 -5.29
O -0.85 -0.18 -3.30
H -3.19 1.59 -0.98
H -1.46 1.59 -4.25
H 1.62 0.08 -5.26
H 0.03 -1.59 -4.74
C -3.32 -3.38 -1.54
O -1.96 -2.99 -1.62
C -1.67 -1.84 -0.82
C -1.02 -2.23 0.50
O -1.92 -2.97 1.33
C -1.68 -4.37 1.28
H -3.41 -4.40 -1.92
H -3.69 -3.36 -0.51
H -3.93 -2.72 -2.16
H -2.58 -1.25 -0.65
H -0.97 -1.23 -1.39
H -0.77 -1.31 1.05
H -0.09 -2.79 0.34
H -0.81 -4.62 1.90
H -1.51 -4.71 0.25
H -2.55 -4.88 1.68
C 1.45 2.28 2.61
O 2.81 2.69 2.50
C 3.10 3.84 3.29
C 3.78 3.47 4.59
O 2.91 2.72 5.45
C 3.17 1.33 5.39
H 1.37 1.26 2.24
H 1.10 2.29 3.65
H 0.82 2.93 2.00
H 2.19 4.42 3.47
H 3.78 4.46 2.70
H 4.03 4.39 5.13
H 4.71 2.92 4.41
H 4.05 1.09 5.99
H 3.32 0.98 4.36
H 2.31 0.81 5.81

(3)
C11H24BCl17 | wB97M-V/def2-TZVPD

The calculation puts the energy above the lowest of the compared OMol25 structures with the same formula, charge and spin at 0.493 eV. As for the HOMO energy: -0.378 Eh. For the LUMO energy, the calculation gives -0.03 eV. The SMILES is B[C@@H](Cl)CC.ClCCl.ClCCl.ClCCl.ClCCl.ClCCl.ClCCl.ClCCl.ClCCl. The strongest force on any atom comes out at 1.68 eV/Å. The calculation puts the HOMO-LUMO gap at 10.256 eV.

Atoms and positions in Å:
B -0.08 -0.96 -0.02
C 1.44 -1.47 0.07
Cl 2.46 -0.49 1.22
C 1.46 -3.01 0.43
C 2.08 -3.75 -0.80
H -0.29 0.20 0.03
H -1.01 -1.70 -0.19
H 1.89 -1.34 -0.93
H 2.06 -3.15 1.34
H 0.43 -3.34 0.63
H 3.03 -3.22 -1.05
H 1.40 -3.64 -1.66
H 2.33 -4.80 -0.58
C 1.28 -5.01 3.83
Cl -0.10 -5.95 3.25
Cl 0.97 -3.27 3.71
H 1.47 -5.26 4.87
H 2.15 -5.25 3.23
C -0.65 -2.17 -4.43
Cl 0.39 -1.04 -3.55
Cl -0.69 -3.76 -3.67
H -1.66 -1.76 -4.45
H -0.27 -2.27 -5.44
C -1.16 2.15 -1.98
Cl -1.41 3.13 -0.54
Cl -2.52 1.06 -2.27
H -1.06 2.82 -2.84
H -0.25 1.57 -1.86
C -0.38 6.93 -1.60
Cl 0.30 8.35 -2.41
Cl -0.02 5.45 -2.48
H 0.05 6.86 -0.60
H -1.46 7.05 -1.53
C 5.91 -0.49 2.81
Cl 6.72 -1.98 3.33
Cl 6.15 0.81 3.98
H 6.32 -0.18 1.86
H 4.85 -0.69 2.71
C -3.68 3.71 2.85
Cl -3.00 5.12 2.03
Cl -3.33 2.22 1.97
H -3.25 3.63 3.85
H -4.76 3.83 2.92
C -3.12 0.38 5.61
Cl -4.56 -0.49 5.06
Cl -3.36 2.13 5.56
H -2.90 0.08 6.63
H -2.29 0.12 4.96
C -1.69 0.56 -6.88
Cl -0.06 -0.10 -7.10
Cl -1.84 1.37 -5.32
H -1.89 1.27 -7.67
H -2.41 -0.26 -6.93

(4)
C11H24BNNbO3 | wB97M-V/def2-TZVPD

Its charge is -1. As for the HOMO energy: -0.158 Eh. For the LUMO energy, the calculation gives 2.94 eV. The strongest force on any atom comes out at 1.93 eV/Å. The calculation puts the HOMO-LUMO gap at 7.241 eV.

Atoms and positions in Å:
C 4.02 -2.01 1.06
C 2.50 -1.89 1.11
O 1.93 -2.39 -0.08
C 1.07 -1.48 -0.77
Nb -1.01 -1.41 0.17
B -0.68 0.80 -0.59
O -1.11 1.41 -1.75
C 0.21 1.70 0.38
C 0.51 3.11 -0.17
C -3.12 -0.69 0.70
C -3.46 0.56 1.23
C -4.78 0.88 1.51
C -5.75 -0.08 1.27
N -5.48 -1.30 0.80
C -4.20 -1.57 0.53
H 4.48 -1.12 0.62
H 4.31 -2.90 0.49
H 4.42 -2.12 2.07
H 2.09 -2.45 1.96
H 2.21 -0.84 1.27
H 0.89 -1.90 -1.77
H 1.59 -0.53 -0.93
H -1.68 -1.62 -1.55
H -1.28 -3.25 0.15
H -0.39 -1.23 1.93
H -1.97 1.07 -2.01
H 1.14 1.15 0.55
H -0.33 1.74 1.33
H 0.58 3.14 -1.25
H 1.45 3.48 0.26
H -0.25 3.82 0.17
H -2.68 1.30 1.42
H -5.06 1.85 1.90
H -6.79 0.14 1.47
H -4.01 -2.57 0.15
C 3.72 1.18 -2.50
O 3.00 1.59 -1.35
H 4.72 1.60 -2.42
H 3.81 0.09 -2.55
H 3.26 1.54 -3.42
H 2.11 1.22 -1.40

(5)
C11H24ClFeI2N2P2 | wB97M-V/def2-TZVPD

Its charge is +2. The calculation puts the energy above the lowest of the compared OMol25 structures with the same formula, charge and spin at 1.969 eV. Its multiplicity is 6. As for the HOMO energy (spin up / spin down): -0.500 / -0.549 Eh. For the LUMO energy (spin up / spin down), the calculation gives -9.19 / -9.38 eV. The strongest force on any atom comes out at 2.92 eV/Å. The calculation puts the HOMO-LUMO gap (spin up / spin down) at 4.414 / 5.567 eV.

Atoms and positions in Å:
I -0.07 -0.37 -3.99
I -0.10 2.43 -4.21
Fe -0.13 0.87 0.26
P -2.43 1.25 0.06
C -2.95 1.06 -1.66
C -3.35 0.07 1.09
H -4.42 0.33 1.02
H -4.09 2.86 0.69
H -3.05 0.11 2.15
H -2.58 3.19 1.57
H -2.55 0.14 -2.09
H -3.21 -0.97 0.76
C -3.00 2.89 0.60
H -4.04 1.02 -1.73
H -2.72 3.65 -0.13
H -2.56 1.86 -2.29
P 2.22 1.26 0.11
C 2.83 1.01 -1.58
C 2.83 2.86 0.68
H 2.68 0.08 2.21
H 4.13 0.29 1.17
H 2.93 -1.01 0.83
C 3.06 0.03 1.18
H 2.42 3.17 1.64
H 3.93 2.81 0.78
H 3.92 1.01 -1.59
H 2.43 1.78 -2.24
H 2.59 3.65 -0.05
H 2.48 0.06 -1.99
Cl -0.13 1.51 2.40
N 0.55 -5.01 0.29
C 0.34 -3.68 0.34
C 0.39 -2.91 -0.85
C 0.18 -1.57 -0.80
N -0.09 -0.93 0.38
C -0.16 -1.67 1.53
C 0.04 -3.03 1.55
H 0.77 -5.43 -0.60
H 0.52 -5.56 1.15
H 0.56 -3.42 -1.81
H 0.15 -0.97 -1.73
H -0.33 -1.10 2.43
H -0.01 -3.59 2.48

(6)
C11H24ClIMoN2O2P | wB97M-V/def2-TZVPD

Its charge is +3. Its multiplicity is 3. As for the HOMO energy (spin up / spin down): -0.659 / -0.647 Eh. For the LUMO energy (spin up / spin down), the calculation gives -13.04 / -13.17 eV. The strongest force on any atom comes out at 6.36 eV/Å. The calculation puts the HOMO-LUMO gap (spin up / spin down) at 4.893 / 4.427 eV.

Atoms and positions in Å:
C 0.67 -0.06 1.21
I 1.36 -1.84 0.36
H 1.08 -0.16 2.23
H -0.46 -0.11 1.22
H 1.07 0.77 0.59
Mo 2.07 2.30 -1.39
P 1.71 4.39 -0.90
C 0.48 5.49 -1.69
C 2.68 5.38 0.28
H 3.43 3.03 -2.24
H 3.70 4.82 -2.31
H 2.41 4.13 -3.38
C 2.90 4.12 -2.42
H 3.41 4.71 0.74
H 3.18 6.24 -0.16
H 0.84 6.52 -1.87
H -0.36 5.50 -0.97
H 1.95 5.70 1.03
H 0.13 5.05 -2.64
C 0.13 2.09 -1.71
O -0.96 1.90 -2.08
Cl 3.66 2.04 0.33
C -0.40 -2.57 2.86
N -1.21 -3.24 1.88
C -1.03 -4.66 1.71
C -2.00 -5.18 0.65
C -1.96 -4.32 -0.55
N -2.45 -3.03 -0.11
C -2.83 -2.13 -1.17
C -1.99 -2.43 1.06
O -2.28 -1.27 1.37
H 0.17 -3.30 3.43
H -0.98 -1.86 3.44
H 0.36 -1.97 2.33
H 0.03 -4.91 1.47
H -1.27 -5.15 2.68
H -3.01 -5.16 1.08
H -1.75 -6.21 0.39
H -2.68 -4.66 -1.29
H -0.97 -4.23 -1.02
H -1.97 -1.76 -1.75
H -3.46 -2.69 -1.87
H -3.41 -1.27 -0.82

(7)
C11H24CsN4NbO3 | wB97M-V/def2-TZVPD

Its charge is +2. The calculation puts the energy above the lowest of the compared OMol25 structures with the same formula, charge and spin at 0.000 eV. As for the HOMO energy (spin up / spin down): -0.557 / -0.557 Eh. For the LUMO energy (spin up / spin down), the calculation gives -9.17 / -9.17 eV. The strongest force on any atom comes out at 6.69 eV/Å. The calculation puts the HOMO-LUMO gap (spin up / spin down) at 5.977 / 5.975 eV.

Atoms and positions in Å:
N -1.82 -0.65 1.23
C -2.91 -0.90 1.72
O -4.00 -0.92 2.23
Cs -2.54 2.00 3.11
Nb 0.19 -0.02 1.33
N 0.29 1.76 0.35
N 0.88 -1.48 0.21
C -0.32 2.54 -0.75
C 0.25 -2.45 -0.69
C -0.02 4.05 -0.59
C 0.24 2.07 -2.09
C -1.83 2.34 -0.71
C -0.44 -3.50 0.18
C 1.28 -3.10 -1.60
C -0.78 -1.71 -1.53
H -0.34 4.41 0.40
H -0.58 4.62 -1.34
H 1.04 4.29 -0.72
H 1.33 2.15 -2.14
H -0.19 2.66 -2.92
H -0.03 1.02 -2.28
H -2.10 1.28 -0.75
H -2.29 2.83 -1.58
H -2.27 2.79 0.19
H 0.26 -3.96 0.87
H -0.88 -4.28 -0.46
H -1.25 -3.06 0.77
H 1.99 -3.73 -1.05
H 1.83 -2.35 -2.17
H 0.75 -3.75 -2.31
H -1.32 -2.44 -2.16
H -0.29 -0.99 -2.19
H -1.52 -1.19 -0.92
C 1.71 2.09 0.65
H 2.12 1.36 1.37
H 2.35 2.09 -0.26
H 1.81 3.09 1.11
C 2.25 -1.76 0.68
H 2.57 -1.04 1.46
H 2.33 -2.78 1.10
H 2.97 -1.67 -0.15
O -0.41 -0.86 5.19
N -0.81 -0.73 4.11
O 0.51 -0.11 3.11

(8)
C11H24F6NO13RbS5 | wB97M-V/def2-TZVPD

The calculation puts the energy above the lowest of the compared OMol25 structures with the same formula, charge and spin at 0.000 eV. As for the HOMO energy: -0.329 Eh. For the LUMO energy, the calculation gives -0.22 eV. The strongest force on any atom comes out at 2.71 eV/Å. The calculation puts the HOMO-LUMO gap at 8.728 eV.

Atoms and positions in Å:
Rb -17.11 5.98 19.61
C -15.27 4.50 22.50
F -16.49 3.97 22.39
F -15.37 5.83 22.50
F -14.76 4.14 23.68
S -14.08 3.82 21.14
O -12.94 4.66 21.31
O -14.00 2.42 21.36
N -14.97 4.19 19.69
S -14.22 3.30 18.61
O -12.78 3.49 18.62
O -14.61 1.91 18.61
C -14.85 4.09 16.98
F -13.89 4.18 16.08
F -15.83 3.32 16.48
F -15.37 5.31 17.21
O -17.72 7.69 21.90
S -17.64 8.90 22.69
O -17.49 10.20 22.07
O -19.00 8.91 23.60
C -19.27 10.11 24.32
C -20.07 9.72 25.56
C -16.37 8.69 23.97
H -19.89 10.78 23.71
H -18.41 10.74 24.55
H -20.27 10.63 26.14
H -19.56 9.02 26.22
H -21.01 9.27 25.26
H -16.16 9.66 24.41
H -15.51 8.28 23.45
H -16.72 8.01 24.74
O -20.77 5.59 15.98
S -19.49 4.99 16.22
O -18.73 5.37 17.38
O -19.69 3.38 16.33
C -20.43 2.64 15.37
C -20.68 1.26 15.95
C -18.43 5.05 14.76
H -19.81 2.47 14.48
H -21.37 3.11 15.11
H -21.34 0.63 15.36
H -21.24 1.37 16.88
H -19.76 0.70 16.15
H -18.10 6.08 14.58
H -18.95 4.65 13.90
H -17.49 4.53 14.95
O -20.68 3.32 22.69
S -20.19 4.64 22.42
O -19.26 4.84 21.33
O -21.48 5.62 22.18
C -21.26 6.84 21.46
C -22.11 7.91 22.11
C -19.52 5.38 23.92
H -21.51 6.70 20.41
H -20.20 7.11 21.53
H -21.79 7.99 23.15
H -23.14 7.56 22.13
H -22.08 8.94 21.74
H -19.18 6.39 23.70
H -18.65 4.79 24.23
H -20.22 5.22 24.74

Number 1: electronic energy -111908.0593 eV. Number 2: electronic energy -188503.7217 eV. Number 3: electronic energy -225352.6452 eV. Number 4: electronic energy -21650.5649 eV. Number 5: electronic energy -96450.3718 eV. Number 6: electronic energy -50605.9673 eV. Number 7: electronic energy -25981.4257 eV. Number 8: electronic energy -111038.4246 eV.